# 1
Below is a cluster of 8 separate species, C32H80O16 in total at a distorted geometry, with properties calculated with ωB97M-V with the def2-TZVPD basis set.

XYZ file:
```
128
Properties=species:S:1:pos:R:3
H -1.5976 12.7653 12.7941
O 8.2676 15.7432 18.9564
H 6.8162 14.7426 20.0310
H 3.6731 11.2229 4.3274
C 11.6710 12.7089 12.5563
H 7.1564 16.2751 20.6927
C -2.5211 16.0542 20.9986
H 5.1777 11.6104 14.6268
O 8.4336 15.2026 16.2024
O 6.4955 13.0588 12.6518
C 7.8917 17.9545 12.2424
H 3.3404 10.3980 14.5828
H 1.6064 12.4797 17.8655
C 10.6609 22.5470 14.8262
O -1.9907 14.9590 20.2439
C 7.9609 16.4480 16.5784
C 6.2817 13.4888 13.9448
C 1.3998 13.4260 17.3656
H -0.9057 8.2922 19.5409
H 10.7206 22.1459 15.8379
H -3.2930 14.6658 16.3428
H 7.1757 13.2741 14.5303
O 4.7733 14.0517 7.9464
H -0.0321 13.3892 19.3511
C 9.0689 15.2356 14.9021
H 10.4734 18.9568 13.0728
C 5.0699 12.6838 14.4706
H 9.2244 14.1724 14.7188
C 4.0955 10.8436 5.2580
O 0.3082 13.0253 13.4494
H 10.9641 13.5343 12.4723
H 7.4162 17.5504 18.3343
H 12.6075 11.6962 14.2666
H 5.6966 12.2204 8.2996
H -1.8359 16.5800 21.6635
C 9.5900 19.5307 12.7928
C 7.6444 15.4282 20.2103
H 6.7908 13.5676 8.2319
H 2.3114 13.1507 12.8686
H 8.7898 17.1423 16.4407
C 7.6834 13.6708 12.1032
H 5.6890 13.5204 9.6128
H 4.7010 13.4831 17.6842
H 14.0628 14.7079 15.4619
H 7.1675 16.8583 15.9538
H 7.7881 13.4290 11.0456
H 8.6247 15.7906 14.0758
H -2.1914 9.2890 19.5999
O 0.8781 14.4958 18.0172
O 12.8727 12.8948 11.7641
C 12.7048 13.7933 10.6811
H 9.4461 20.4967 14.6922
C 4.7342 14.2126 6.5161
C 7.4590 16.5026 18.0369
H 0.8104 10.1663 17.6561
H -3.4066 15.7174 21.5376
H 14.3274 13.3339 14.4192
H 11.6243 23.0031 14.5984
C 2.4413 10.3936 15.1990
H 7.3289 18.6729 11.6464
C 11.9405 12.5286 14.0420
H -1.3756 13.1558 15.2912
H -1.0122 13.8937 17.9199
C -0.2884 14.2037 18.6736
C 5.2856 13.3528 16.7735
H 11.7348 13.4862 10.2899
C -0.9939 13.5534 13.2441
H 10.0867 15.6106 15.0099
H 2.8424 10.4148 16.2123
C -1.5688 13.9935 14.6211
H 1.4004 14.6625 12.7749
H -0.5582 10.0142 19.6374
H 5.9420 14.2164 16.6665
H 8.5878 13.2332 12.5260
H 3.4282 10.0907 5.6775
H 11.1458 11.8169 12.2149
H 6.1246 12.8103 5.8094
H 0.8736 13.2747 16.4231
H -0.2372 8.4950 15.2409
C -3.5964 14.9844 15.3455
H 5.4236 14.9718 6.1466
H 7.8547 14.7299 12.2959
H 2.3714 13.8255 17.0749
O 4.4647 13.3003 15.6511
H -1.0663 14.9048 14.9456
C 0.3218 9.3203 15.6818
H 7.2067 17.2323 12.6866
H 13.4111 13.5959 9.8747
C 0.2457 9.3151 17.2758
H 1.9488 11.3121 14.8798
C 5.0447 12.9222 5.7121
C -1.1952 9.2708 19.1580
H -3.3410 16.0306 15.1772
H 5.8383 12.4460 17.0192
H 5.0196 10.3707 4.9258
C 5.7918 13.2756 8.5556
O 1.6042 9.2750 15.1470
H 6.1438 14.5700 13.9409
C 9.5612 20.7812 13.6463
O -1.1110 9.2408 17.7117
H -0.2115 10.1801 15.2762
H 3.7430 14.6066 6.2918
H -0.0815 15.7669 20.0920
H -4.6586 14.9667 15.1018
H 10.9448 12.3850 14.4616
O 12.3646 13.7207 14.7171
H -1.1648 16.0926 18.6840
C 1.3391 13.5835 12.6332
H 9.9026 23.2968 14.6005
O -2.9688 14.1498 14.4134
H -1.0320 14.4314 12.5994
H 8.3130 14.9854 20.9486
H 4.7880 12.9740 4.6540
C 13.7062 13.7032 15.2352
C -0.8620 15.3707 19.4424
H 0.8288 8.4448 17.5770
H 4.2733 12.6490 13.7274
H 9.6979 19.7720 11.7353
H 1.0326 13.2978 11.6269
H -2.8780 16.7844 20.2723
H 8.5925 21.2444 13.4587
O 4.3293 11.8989 6.2086
H 13.9198 13.0366 16.0707
O 8.5064 18.7255 13.2934
H 12.6704 14.8474 10.9563
H 8.5440 17.4095 11.5601
H 6.4160 16.1858 18.0380
O 10.6894 21.6634 13.7543
```

Properties
ΔE to the lowest compared entry with this formula, charge and spin: 4.1119 eV
HOMO energy: -9.41 eV
multiplicity: 1
DFT total energy: -67227.20787 eV
SMILES: COCCOC.COCCOC.COCCOC.COCCOC.COCCOC.COCCOC.COCCOC.COCCOC
orbital gap: 9.9 eV
strongest force on any atom: 3.49 eV Å⁻¹

=====

# 2
Below is a cluster of 8 separate species, C32H81BNO12P2 in total at a distorted geometry, with properties calculated with ωB97M-V with the def2-TZVPD basis set.

XYZ file:
```
129
Properties=species:S:1:pos:R:3
H 0.5486 1.6549 2.3792
H 3.1279 6.8683 2.9223
H 0.5992 -1.1555 4.2734
C 2.2738 -0.2520 -2.7104
O -0.9681 -6.0557 4.8268
H 2.7827 -2.0115 5.1004
C -2.1320 3.0575 -3.3336
H 1.9582 -2.8953 -4.5339
H 0.7789 -7.9854 5.3706
H -0.5348 1.4319 0.9405
C -0.6967 6.2757 -2.6068
H 3.7705 4.8033 0.9354
C 3.8455 -4.5449 -5.1549
H 5.3986 3.5250 -6.0973
H 4.4618 -4.4001 -4.2671
H -1.3291 -2.2433 7.4982
H -3.8892 1.1682 -4.6633
H -10.1571 4.2689 0.2098
O -5.3282 1.1617 -2.6719
H 0.7733 -5.0448 9.9839
H -2.3941 0.8828 -5.5133
H -0.8502 -5.4393 9.4331
H -8.8940 4.7991 -0.9165
C 2.5848 -3.3810 -6.9909
C -9.1163 4.5892 0.1331
H 0.6684 -6.2166 3.6311
H 1.5519 3.0990 0.8096
C 0.1903 -8.1392 4.4654
C 3.6644 4.7762 2.8832
H -1.7599 -6.5607 5.0414
H 2.3715 -1.8770 2.1949
H -0.4982 -7.5377 1.8418
C 0.4666 1.2995 1.3470
O 5.4553 2.0746 -3.8333
H -1.2456 5.8707 -3.4560
H 3.1049 -3.9538 -7.7615
H 5.3187 4.0148 4.0688
H 2.4777 1.6430 0.7383
O 0.4977 -4.1762 7.4822
O -4.0436 0.6561 -0.5907
H 0.7851 0.2581 1.3468
H 2.3074 -2.4110 -7.4044
C -0.2022 -4.6171 9.7497
C 4.8875 3.8906 3.0729
H 6.2249 0.7384 -5.1407
H -2.2210 -0.2657 -2.9644
H -0.4709 -3.3744 3.7811
H -1.8829 -2.4933 9.1629
H -6.6193 4.1371 -0.3402
C 4.0126 6.2473 3.0656
H -0.7952 7.3222 -2.3419
H 4.8352 2.8132 -3.8181
H 3.7819 0.3282 -4.9394
H 4.7526 6.5594 2.3233
H 1.6579 -3.9030 -6.7368
H -7.6239 1.4699 0.3134
H -8.0648 2.3574 -1.1398
O 3.1084 4.5628 1.5931
H -8.9972 5.5235 0.6828
H 0.6547 -3.5969 2.4264
H 3.4345 1.9154 -5.6026
P -4.1175 1.6367 -1.6995
C -2.4931 1.7197 -2.5985
C -0.0775 -3.5818 8.6410
C -8.1691 3.5284 0.6749
H -2.4354 -1.4786 -5.1493
C 5.5271 1.5780 -5.1659
C -0.5746 4.2701 -1.0399
C 3.4508 -3.2013 -5.7520
H -2.3476 3.1180 -4.4049
H 5.6532 4.1322 2.3303
H 4.6217 2.8423 2.9351
C 1.5047 2.0684 0.4741
H -0.6181 -4.1786 10.6585
H 2.8925 4.4917 3.6001
H 4.4178 6.4404 4.0613
H 1.8072 -0.3276 -3.6946
H 4.3491 -2.6388 -6.0124
H 2.6471 -3.4249 4.0643
O 2.7597 -2.4220 -4.7840
C -1.0513 -6.9879 2.6047
H -9.3303 1.8266 -0.0143
O -4.5143 3.0790 -1.1025
H 2.7599 -1.2062 -2.5055
H -4.6830 2.9139 -0.1595
H -3.9382 -1.3789 -4.2065
H -1.9716 -7.5352 2.8292
H -2.6356 3.8910 -2.8294
C 1.1491 0.1127 -1.7099
H -1.6080 4.5823 -0.8778
H 6.1527 2.2894 -7.1219
O -0.7351 3.0326 -3.2520
H 0.1764 -0.0665 -2.1676
H 0.6068 -2.7915 8.9532
H 1.2199 -0.4438 -0.7743
H 0.7813 -8.7263 3.7610
H -8.3732 3.3631 1.7342
H -5.8498 0.4963 -2.2061
H 4.4024 -5.1517 -5.8717
H -0.0902 -4.8797 7.1796
H 4.1968 0.6813 -6.6265
H 7.0442 2.9994 -5.7630
C 0.1367 -2.8514 3.0392
H -0.6929 -8.7203 4.7467
C -0.2206 -6.8035 3.8644
C -1.4313 -2.9790 8.2961
H -0.1023 4.2740 -0.0550
O -6.8251 3.9874 0.5916
H -0.5238 -2.2949 2.3729
P 1.2133 1.9552 -1.3446
B -0.5061 2.7796 -1.8086
C 6.0633 2.6571 -6.0976
C 2.0673 -2.6868 4.6281
H 2.9959 0.5587 -2.7853
H 1.1220 5.4242 -1.9106
H 1.5089 -3.2050 5.4086
N -2.1837 0.6154 -3.4677
C -3.0060 0.5267 -4.6739
H -2.1142 -3.7540 7.9370
H -3.9243 -0.9651 -5.9419
O 1.8883 -1.2248 2.7138
C -8.3128 2.2166 -0.0839
C 1.1348 -1.9173 3.7052
C -3.3611 -0.9161 -5.0099
H -1.3415 -6.0202 2.1951
C 0.0294 5.3521 -1.8588
O -1.6337 1.8135 -1.5101
H 2.9562 -5.1016 -4.8461
C 4.1570 1.0952 -5.6154
```

Properties
HOMO energy: -3.02 eV
multiplicity: 1
DFT total energy: -79813.41443 eV
orbital gap: 4.9 eV
charge: -1
strongest force on any atom: 2.02 eV Å⁻¹

=====

# 3
Below is a structure of composition C32H83F3MnN7O9 at a distorted geometry, with properties calculated with ωB97M-V with the def2-TZVPD basis set.

XYZ file:
```
135
Properties=species:S:1:pos:R:3
H 3.5715 -0.3033 8.4297
O -1.0455 2.8304 2.1622
H 2.8017 4.0190 -4.0681
C 3.5838 5.2371 1.3183
C 1.6289 -1.8007 4.3387
H -3.4045 -6.1072 -4.4733
O -2.9594 -7.7073 -0.4303
C -1.4105 2.5806 3.5538
H -2.4184 2.1659 3.5726
H 4.7033 2.6077 -3.0877
H -4.3780 3.7692 -0.3598
C -1.1510 -6.1077 -4.7251
H 0.6205 -1.6838 3.9419
C -8.4179 4.1374 -1.2544
H 3.0779 7.2126 1.2772
N -3.8665 3.7071 -3.2102
H -2.3730 -3.6731 -5.8772
H 6.4959 0.8387 -3.0236
C -1.8864 3.7681 1.5208
H 6.7415 4.7800 -0.7713
H 1.3738 1.3768 4.8256
N 1.7748 0.9511 -3.2703
C 3.9813 -1.4044 6.5241
C -0.4123 1.5743 4.2157
H 1.6226 1.1878 -2.3003
H 1.0023 1.4283 -3.7127
F 2.2726 1.5961 -0.0122
H 2.1272 3.8497 2.0783
H -2.2884 -5.3066 1.1467
C -4.9576 3.0752 -2.4326
O 1.8720 -0.6217 5.2236
H -0.2919 0.6203 6.3091
H 2.6617 5.3318 -0.6182
H -1.8886 4.8241 1.7910
H 6.0747 -0.7290 -2.5137
F 3.7661 0.3470 0.6538
H -3.0046 -7.9002 -2.5258
C 2.7336 1.9662 -3.6968
H -1.6467 3.7669 0.4575
N 3.9095 6.6395 1.2691
H -8.9891 4.2674 -2.1736
C -0.8585 -0.6703 0.1005
H -0.3624 -5.7485 -5.3864
H 2.3329 -1.9906 3.5285
H -1.2709 -7.7145 1.1966
H 3.4719 0.5868 5.7503
N -0.7433 -6.8639 1.3313
H 4.4413 6.6975 0.4124
H 3.6526 -2.0638 8.4176
C -0.9301 1.2788 5.7199
H -0.1236 -4.2821 1.0074
H -2.9084 -7.2439 -6.3452
H 5.9780 -1.2892 5.8880
C -2.0473 0.1464 -0.4947
H -3.1450 -9.3982 -1.5292
C 5.7902 4.2480 -0.7616
C 5.7645 0.3109 -2.4116
C -6.3210 3.7473 -2.3737
O 0.3986 -0.0726 -0.3100
C -2.9508 -4.1560 -5.0891
H -3.9560 -6.0496 -6.5690
H -7.9998 5.1281 -1.0761
H 6.0337 3.6134 -1.6137
H -1.0602 -7.1939 -4.7368
C 2.2779 4.9292 2.0883
H 1.9205 3.5423 -2.6044
O -7.2545 3.2897 -1.3845
H -3.9912 -3.9632 -5.3507
H 1.5143 -2.7102 4.9284
C -0.5306 -4.6903 0.0823
C 3.2779 -0.4370 5.4306
C 3.5444 4.8773 -0.1683
H 3.2016 3.8568 -0.3391
H -9.0715 3.7964 -0.4515
H -0.9573 2.2438 6.2260
H 2.1780 5.2588 3.1224
H -0.9887 -0.7810 1.1770
H -3.7298 4.6673 -2.9283
H 3.9217 -2.4538 6.2354
C 2.4500 0.4788 0.6704
H -0.3138 0.6611 3.6287
H 2.2430 -1.1368 7.7004
H -4.5179 -8.3684 -1.5057
H 3.6028 -0.4586 4.3903
H -2.8848 3.3428 1.6231
H -3.3313 2.5090 -1.0853
H 5.8691 0.6308 -1.3748
H -6.1155 4.7779 -2.0841
H 1.4944 5.4050 1.4984
H -1.1510 -3.9776 -0.4611
C -4.3461 2.9014 -1.0187
H 1.1895 3.3700 -4.2809
O -2.7345 -3.8119 -3.7642
H -0.9535 -5.8261 -3.6908
H 0.2309 -5.1305 -0.5615
H -3.8556 -2.0590 -3.7245
C -3.4355 -8.3527 -1.6328
N 5.3990 -1.1200 6.6981
H -4.1192 3.6620 -4.1870
H -1.9655 1.2323 -0.4469
H -2.0117 -0.1067 -1.5543
O 4.7556 5.2373 -0.8538
Mn 2.8864 -0.8900 -3.2701
C -2.0644 -6.5860 -0.7379
H 1.2506 2.1062 3.2878
O 4.4771 0.5051 -2.9935
H -3.0530 -0.1202 -0.1698
N 0.9703 2.1085 4.2581
C 1.6309 -0.6766 0.0008
H 3.7408 1.9932 -1.7707
H -6.8239 3.6744 -3.3380
H -1.2196 3.4402 4.1962
C -1.5640 -5.8679 0.5566
C 3.9785 1.8378 -2.8231
C 2.0816 3.3112 -3.6574
N -2.9829 -6.2370 -6.3739
H 5.4009 -0.1146 6.7944
H -2.6869 -2.2703 -2.4504
H 0.0283 -7.0606 0.7100
H -2.0134 -1.8625 -3.8852
C 3.3209 -1.1930 7.8521
H -5.0649 2.0665 -2.8315
H -2.6073 -5.9302 -1.4186
H 5.8446 3.6942 0.1756
H 1.4394 -1.4930 0.6972
O 2.1418 -1.0311 -1.3053
H 2.9744 1.7360 -4.7347
H -1.8873 0.7983 5.5174
C -2.6100 -5.6737 -5.0807
H 4.3948 4.7520 1.8616
F 2.2201 0.7011 2.0105
C -2.8576 -2.4429 -3.5130
H -4.8075 1.9934 -0.6304
H -0.8581 -1.6656 -0.3439
H -1.2853 -7.0202 -1.3645
```

Properties
ΔE to the lowest compared entry with this formula, charge and spin: 5.1868 eV
HOMO energy (alpha / beta): -10.34 / -10.34 eV
multiplicity: 6
DFT total energy: -102846.47495 eV
⟨S²⟩: 8.755
orbital gap (alpha / beta): 5.3 / 5.3 eV
charge: +1
strongest force on any atom: 3.59 eV Å⁻¹

=====

Q: multiplicity of number 1 (C32H80O16)?
A: 1

=====

Q: What is the strongest force on any atom in the first record?
A: 3.49 eV Å⁻¹